9
Properties=species:S:1:pos:R:3 method="wB97M-V/def2-TZVPD" e_above_lowest_ev=4.522 total_charge=+1 gap_ha=0.330
C 1.384 0.759 -0.971
C 0.177 -0.051 -0.554
N -1.318 -0.523 1.238
O 2.353 0.381 -1.508
O -0.213 0.009 0.620
H 1.169 1.791 -0.503
H -0.506 -0.428 -1.357
H -2.093 -1.180 0.833
H -0.952 -0.759 2.203


12
Properties=species:S:1:pos:R:3 method="wB97M-V/def2-TZVPD" e_above_lowest_ev=2.969 total_charge=0 smiles="CCC(=S)C=O" gap_ha=0.293
C -0.774 1.869 -1.357
C -0.491 1.300 0.035
C -0.033 -0.251 0.238
S -0.977 -1.242 1.055
C 1.329 -0.776 -0.183
O 2.192 -0.048 -0.672
H -1.654 1.400 -1.914
H -0.772 2.932 -1.378
H 0.196 1.326 -1.892
H 0.235 2.223 0.425
H -1.468 1.464 0.761
H 1.370 -1.944 0.095


6
Properties=species:S:1:pos:R:3 method="wB97M-V/def2-TZVPD" e_above_lowest_ev=2.306 total_charge=0 smiles=FNNF gap_ha=0.440
F -1.434 -0.625 -0.197
N -0.722 0.525 0.343
N 0.671 0.387 -0.267
F 1.290 -0.749 0.209
H -0.575 0.137 1.295
H 0.769 0.324 -1.383


66
Properties=species:S:1:pos:R:3 method="wB97M-V/def2-TZVPD" e_above_lowest_ev=1.131 spin_multiplicity=3 total_charge=0 gap_ha="0.276 / 0.200"
Pd 2.326 1.745 0.437
C -0.846 0.616 1.518
C -0.445 1.381 0.289
N -0.107 2.608 0.467
N -0.100 3.593 -0.377
C 0.993 4.349 -0.507
S 2.481 4.112 0.228
S 0.787 5.757 -1.571
C 0.061 4.940 -3.025
C -1.384 4.522 -2.923
C -2.352 5.347 -2.362
C -3.672 4.935 -2.296
C -4.042 3.688 -2.787
C -3.082 2.862 -3.349
C -1.761 3.282 -3.419
C -0.426 0.721 -1.016
C -1.390 -0.245 -1.329
C -1.367 -0.917 -2.533
C -0.335 -0.631 -3.439
C 0.647 0.281 -3.136
C 0.653 0.979 -1.903
O 1.631 1.777 -1.606
H -1.926 0.450 1.511
H -0.364 -0.361 1.541
H -0.589 1.178 2.414
H 0.189 5.678 -3.821
H 0.689 4.082 -3.267
H -2.061 6.304 -1.947
H -4.416 5.584 -1.852
H -5.073 3.363 -2.726
H -3.352 1.881 -3.720
H -1.010 2.623 -3.837
H -2.187 -0.448 -0.623
H -2.135 -1.638 -2.777
H -0.302 -1.146 -4.392
H 1.465 0.474 -3.818
C -1.483 -7.006 2.788
C -0.747 -5.914 2.063
C 0.077 -6.193 0.979
C 0.772 -5.186 0.326
C 0.638 -3.866 0.732
N 1.333 -2.858 0.013
C 2.001 -1.775 0.509
O 2.308 -0.842 -0.212
N 2.382 -1.836 1.838
C 2.715 -0.646 2.511
C 2.203 -0.342 3.756
C 2.446 0.918 4.297
C 3.128 1.845 3.539
N 3.687 1.544 2.355
C 3.535 0.307 1.881
C -0.207 -3.568 1.798
C -0.874 -4.586 2.459
H -1.365 -7.963 2.282
H -2.549 -6.787 2.850
H -1.113 -7.119 3.808
H 0.190 -7.216 0.643
H 1.428 -5.420 -0.503
H 1.146 -2.765 -0.977
H 2.013 -2.592 2.392
H 1.596 -1.066 4.289
H 2.066 1.185 5.273
H 3.250 2.867 3.872
H 4.124 0.032 1.012
H -0.368 -2.538 2.091
H -1.529 -4.337 3.286


33
Properties=species:S:1:pos:R:3 method="wB97M-V/def2-TZVPD" e_above_lowest_ev=0.000 total_charge=+1 gap_ha=0.287
C -4.177 -1.123 1.358
C -2.856 -1.322 0.655
O -1.836 -1.779 1.602
C -0.666 -2.143 1.028
C 0.370 -2.582 2.080
S 2.031 -3.260 1.234
C 2.816 -1.787 0.511
C 2.783 -3.209 2.878
O -0.395 -2.169 -0.161
H -4.865 -0.749 0.596
H -4.576 -2.059 1.746
H -4.180 -0.400 2.176
H -2.931 -2.077 -0.144
H -2.608 -0.345 0.202
H 0.122 -3.563 2.499
H 2.235 -1.423 -0.337
H 2.942 -1.031 1.286
H 3.786 -2.152 0.160
H 2.368 -4.059 3.430
H 3.870 -3.216 2.790
H 2.435 -2.263 3.300
Cl -1.617 2.407 -1.352
C -0.484 3.329 -0.446
N 0.132 2.604 0.471
F 0.535 -1.641 3.081
C 1.101 3.191 1.174
Cl 1.825 2.093 2.265
C 1.465 4.550 1.020
C 0.754 5.335 0.086
C -0.238 4.695 -0.664
H 2.313 4.934 1.576
H 0.993 6.392 -0.093
H -0.819 5.164 -1.459


15
Properties=species:S:1:pos:R:3 method="wB97M-V/def2-TZVPD" e_above_lowest_ev=4.401 total_charge=0 smiles=CCO[C@]1(C)OS1 gap_ha=0.338
C 0.091 0.521 -2.033
C 1.248 -0.021 -1.114
O 0.971 -0.545 0.102
C 0.895 0.538 1.486
C 0.925 -0.426 2.599
O -0.153 1.473 1.503
S 1.400 2.190 1.267
H 0.335 0.687 -2.989
H -0.652 -0.314 -2.108
H -0.618 1.361 -1.713
H 2.082 0.711 -0.993
H 1.748 -0.809 -1.728
H 0.122 -0.215 3.288
H 1.789 -0.519 3.212
H 0.852 -1.382 1.989


39
Properties=species:S:1:pos:R:3 method="wB97M-V/def2-TZVPD" e_above_lowest_ev=0.228 spin_multiplicity=2 total_charge=0 gap_ha="0.259 / 0.272"
Ti 0.309 0.122 0.112
C -1.030 3.572 0.637
C 0.172 2.783 0.210
C 0.345 2.387 -1.116
C 1.465 1.646 -1.530
C 1.624 1.246 -2.969
C 2.403 1.271 -0.565
C 2.257 1.646 0.786
C 3.257 1.186 1.809
C 1.143 2.398 1.150
H -0.804 4.640 0.587
H -1.303 3.324 1.661
H -1.879 3.376 -0.017
H -0.416 2.632 -1.847
H 2.055 2.073 -3.535
H 0.661 0.992 -3.408
H 2.282 0.385 -3.067
H 3.240 0.648 -0.855
H 4.188 1.746 1.702
H 3.487 0.128 1.677
H 2.879 1.337 2.818
H 0.976 2.636 2.193
O 1.141 -3.617 0.778
C 0.497 -2.752 0.243
O 1.040 -1.562 -0.041
C -0.944 -2.958 -0.158
C -1.452 -4.211 0.202
C -2.748 -4.582 -0.083
C -3.575 -3.688 -0.751
C -3.095 -2.447 -1.116
C -1.781 -2.052 -0.833
S -1.363 -0.430 -1.440
H -0.782 -4.882 0.721
H -3.112 -5.557 0.215
H -4.598 -3.955 -0.986
H -3.737 -1.747 -1.634
O -0.991 1.832 3.523
S -1.176 0.432 3.118
N -0.633 0.003 1.808


16
Properties=species:S:1:pos:R:3 method="wB97M-V/def2-TZVPD" e_above_lowest_ev=0.131 total_charge=0 smiles=OC1CCCC1 gap_ha=0.409
O 1.172 -1.381 1.015
C 1.086 -0.344 0.046
C 0.466 0.948 0.640
C -0.981 1.023 0.097
C -1.271 -0.389 -0.433
C 0.085 -0.810 -1.009
H 1.721 -1.055 1.739
H 2.079 -0.173 -0.395
H 0.475 0.871 1.735
H 1.045 1.838 0.373
H -1.029 1.736 -0.737
H -1.701 1.363 0.850
H -1.540 -1.058 0.393
H -2.083 -0.412 -1.167
H 0.205 -1.880 -1.196
H 0.271 -0.276 -1.951


12
Properties=species:S:1:pos:R:3 method="wB97M-V/def2-TZVPD" e_above_lowest_ev=3.512 total_charge=0 smiles="O=C1C[C@@H](O)[C@H]1F" gap_ha=0.369
O 1.014 -1.473 -1.632
C 0.383 -0.721 -1.100
C 0.889 0.651 -0.533
C -0.109 0.283 0.640
O -1.228 1.046 0.819
C -0.571 -0.973 -0.068
F -2.000 -1.063 -0.268
H 1.942 0.929 -0.200
H 0.293 1.522 -1.124
H 0.488 0.142 1.494
H -0.736 1.605 1.474
H -0.364 -1.947 0.497


72
Properties=species:S:1:pos:R:3 method="wB97M-V/def2-TZVPD" e_above_lowest_ev=0.618 total_charge=+2 gap_ha="0.278 / 0.278"
W -0.038 1.372 1.685
O 0.850 3.338 4.912
Cl 0.492 2.701 3.739
O -0.808 3.065 3.160
O 1.408 2.861 2.583
O 0.350 1.203 3.821
C 3.401 0.771 0.353
C 2.448 -0.358 0.641
C 2.816 -1.234 1.808
O 1.111 0.262 0.965
H 4.341 0.340 0.008
H 3.606 1.353 1.253
H 3.025 1.425 -0.432
H 2.226 -0.938 -0.254
H 2.950 -0.640 2.713
H 3.762 -1.728 1.584
H 2.066 -2.004 1.982
C -5.754 -2.700 2.937
C -4.481 -2.232 2.193
C -4.872 -1.878 0.750
C -3.488 -3.401 2.111
Si -3.808 -0.780 3.219
Br -2.201 0.093 1.393
C -4.917 0.755 3.371
C -5.825 0.936 2.147
C -5.809 0.497 4.610
C -4.159 2.077 3.572
C -2.668 -1.211 4.678
C -2.269 0.005 5.521
C -3.471 -2.166 5.592
C -1.376 -1.909 4.228
H -6.124 -3.604 2.444
H -6.554 -1.959 2.893
H -5.574 -2.956 3.982
H -5.334 -2.762 0.302
H -4.001 -1.634 0.139
H -5.590 -1.066 0.675
H -3.952 -4.202 1.530
H -3.229 -3.819 3.081
H -2.568 -3.118 1.595
H -6.515 0.104 2.006
H -5.251 1.075 1.227
H -6.431 1.833 2.298
H -6.404 -0.411 4.523
H -6.509 1.331 4.712
H -5.234 0.444 5.536
H -3.516 2.309 2.718
H -3.559 2.101 4.474
H -4.896 2.880 3.654
H -3.120 0.483 6.004
H -1.731 0.752 4.937
H -1.599 -0.336 6.315
H -4.411 -1.728 5.934
H -2.871 -2.369 6.483
H -3.688 -3.123 5.123
H -0.736 -1.232 3.657
H -1.550 -2.802 3.632
H -0.819 -2.210 5.120
O -0.703 2.643 0.303
S -1.846 2.524 -0.809
C -1.160 3.609 -2.090
C -1.800 4.998 -1.926
C -2.368 5.095 -0.511
C -3.035 3.751 -0.248
H -1.360 3.136 -3.050
H -0.085 3.593 -1.910
H -2.598 5.117 -2.659
H -1.060 5.773 -2.120
H -3.093 5.901 -0.417
H -1.578 5.267 0.221
H -3.921 3.596 -0.872
H -3.286 3.525 0.789


67
Properties=species:S:1:pos:R:3 method="wB97M-V/def2-TZVPD" total_charge=0 smiles="O=C(Cl)C[C@@H]1CNC(=O)[C@@H]1P(=O)(O)O.CCN(CC)CC.CCN(CC)CC" gap_ha=0.295
O -1.240 1.147 2.987
C -0.454 1.828 2.418
Cl -0.984 3.289 1.553
C 1.033 1.589 2.338
C 1.487 0.634 1.207
C 0.549 0.453 0.004
N 1.196 -0.681 -0.695
C 1.701 -1.549 0.247
O 2.026 -2.697 0.078
C 1.801 -0.820 1.583
P 0.613 -1.717 2.637
O -0.725 -1.714 2.033
O 0.660 -1.082 4.100
O 1.298 -3.120 2.873
H 1.536 2.541 2.178
H 1.336 1.225 3.322
H 2.430 1.056 0.853
H -0.446 0.155 0.350
H 0.511 1.325 -0.645
H 0.586 -1.172 -1.342
H 2.824 -0.955 1.943
H -0.058 -0.434 4.183
H 1.981 -3.327 2.215
C -0.167 -9.025 -1.720
C -0.237 -7.563 -1.306
N -1.190 -7.317 -0.237
C -1.465 -5.905 -0.024
C -0.323 -5.010 0.467
C -1.007 -8.115 0.964
C 0.344 -8.026 1.688
H -1.155 -9.397 -1.993
H 0.492 -9.131 -2.584
H 0.232 -9.659 -0.928
H -0.567 -6.970 -2.164
H 0.780 -7.214 -1.068
H -2.304 -5.832 0.674
H -1.834 -5.507 -0.976
H -0.104 -5.168 1.522
H -0.604 -3.961 0.361
H 0.594 -5.164 -0.104
H -1.189 -9.161 0.705
H -1.809 -7.844 1.656
H 1.179 -8.064 0.986
H 0.451 -8.870 2.372
H 0.440 -7.114 2.275
C 0.478 7.841 -3.950
C -0.556 7.208 -3.033
N -0.008 6.800 -1.749
C -0.904 5.953 -0.982
C -2.228 6.549 -0.488
C 0.683 7.837 -1.000
C -0.100 9.107 -0.643
H 1.330 7.174 -4.091
H 0.031 8.040 -4.925
H 0.847 8.792 -3.562
H -0.944 6.304 -3.511
H -1.411 7.895 -2.937
H -0.343 5.569 -0.125
H -1.131 5.081 -1.605
H -2.085 7.226 0.353
H -2.887 5.746 -0.150
H -2.750 7.089 -1.278
H 1.568 8.128 -1.569
H 1.065 7.374 -0.086
H -0.685 9.471 -1.489
H 0.594 9.900 -0.360
H -0.780 8.955 0.194


152
Properties=species:S:1:pos:R:3 method="wB97M-V/def2-TZVPD" e_above_lowest_ev=5.475 total_charge=+2 gap_ha=0.060
In -3.582 4.112 0.655
Na -0.860 0.188 -0.729
Na -2.567 -1.141 3.102
P -2.270 1.120 1.487
O -1.333 -0.112 1.484
O -1.725 2.513 1.918
O -3.487 0.876 2.418
O -2.667 1.384 0.031
C 5.064 -3.126 -3.573
O 5.082 -1.742 -3.828
C 3.778 -1.158 -3.548
C 3.901 0.380 -3.413
N 4.314 0.943 -4.678
C 4.439 2.317 -4.881
C 5.598 2.890 -4.017
O 5.306 2.998 -2.651
C 6.415 3.315 -1.786
H 6.048 -3.593 -3.604
H 4.420 -3.629 -4.295
H 4.658 -3.352 -2.587
H 3.378 -1.405 -2.565
H 2.961 -1.355 -4.243
H 4.586 0.725 -2.640
H 2.926 0.755 -3.103
H 5.154 0.460 -4.964
H 3.536 2.909 -4.735
H 4.478 2.516 -5.952
H 5.750 3.915 -4.356
H 6.508 2.305 -4.147
H 6.001 3.686 -0.849
H 6.992 4.189 -2.088
H 7.115 2.554 -1.440
C -0.542 0.940 4.551
O -0.941 -0.374 4.941
C 0.144 -1.330 4.891
C -0.377 -2.781 5.060
N -1.245 -3.150 3.929
C -0.624 -3.288 2.668
C 0.260 -4.599 2.522
O -0.484 -5.803 2.596
C 0.284 -6.907 2.646
H 0.157 1.461 5.205
H -1.284 1.720 4.381
H -0.013 0.963 3.598
H 0.829 -1.113 5.711
H 0.631 -1.077 3.949
H -0.831 -2.978 6.031
H 0.459 -3.481 5.055
H -1.783 -3.989 4.090
H 0.069 -2.482 2.425
H -1.424 -3.281 1.928
H 1.036 -4.567 3.287
H 0.741 -4.519 1.548
H 0.850 -6.922 3.577
H 1.022 -6.944 1.845
H -0.374 -7.769 2.756
C -6.206 0.114 -4.074
O -4.925 -0.189 -4.585
C -3.921 0.323 -3.730
C -2.556 -0.232 -4.061
N -1.402 0.193 -3.205
C -0.250 -0.585 -3.703
C -0.164 -2.005 -3.018
O 0.407 -1.724 -1.750
C 0.768 -2.904 -1.015
H -6.311 -0.509 -3.186
H -6.896 -0.286 -4.817
H -6.418 1.167 -3.891
H -4.148 -0.086 -2.746
H -3.933 1.413 -3.699
H -2.342 0.086 -5.082
H -2.573 -1.320 -3.994
H -1.311 1.190 -3.333
H 0.626 0.007 -3.439
H -0.319 -0.670 -4.787
H 0.441 -2.670 -3.634
H -1.140 -2.491 -3.029
H -0.056 -3.570 -0.761
H 1.321 -2.654 -0.109
H 1.470 -3.454 -1.642
C -0.808 5.048 3.247
O -1.228 5.633 1.980
C -0.184 6.209 1.147
C -0.578 6.119 -0.358
N -0.793 4.752 -0.825
C -1.287 4.792 -2.206
C -1.438 3.370 -2.730
O -0.159 2.719 -2.856
C 0.543 3.080 -4.081
H -0.237 5.853 3.710
H -0.248 4.121 3.126
H -1.721 4.782 3.779
H 0.698 5.580 1.262
H 0.165 7.203 1.429
H 0.279 6.442 -0.950
H -1.410 6.782 -0.595
H 0.077 4.241 -0.797
H -0.652 5.479 -2.765
H -2.268 5.264 -2.145
H -2.016 3.405 -3.653
H -1.880 2.680 -2.010
H 1.442 2.477 -4.203
H 0.791 4.142 -4.071
H -0.092 2.820 -4.928
C 2.881 4.930 -1.565
O 2.025 4.201 -0.767
C 2.344 2.839 -0.472
C 1.351 2.234 0.586
N 1.334 0.771 0.646
C 2.617 0.123 1.075
C 3.068 0.562 2.448
O 4.184 -0.260 2.865
C 4.840 0.238 3.986
H 3.065 4.496 -2.548
H 3.806 5.206 -1.058
H 2.356 5.862 -1.772
H 3.381 2.783 -0.139
H 2.307 2.226 -1.373
H 0.368 2.613 0.306
H 1.521 2.702 1.555
H 0.616 0.480 1.295
H 3.468 0.148 0.395
H 2.435 -0.940 1.230
H 2.292 0.614 3.212
H 3.434 1.573 2.273
H 4.163 0.156 4.836
H 5.061 1.288 3.794
H 5.745 -0.367 3.941
C -3.174 -3.172 -1.301
O -3.795 -3.439 -0.066
C -4.565 -2.365 0.463
C -5.290 -2.799 1.738
N -4.325 -3.095 2.783
C -5.054 -3.615 3.928
C -4.162 -4.050 5.139
O -3.187 -4.987 4.760
C -3.699 -6.284 4.593
H -3.976 -3.022 -2.024
H -2.577 -4.027 -1.621
H -2.501 -2.316 -1.255
H -5.213 -1.951 -0.309
H -4.025 -1.461 0.743
H -5.836 -3.707 1.481
H -5.925 -1.972 2.053
H -3.753 -3.837 2.405
H -5.760 -4.406 3.674
H -5.721 -2.830 4.285
H -4.733 -4.345 6.020
H -3.540 -3.197 5.411
H -2.991 -6.752 3.909
H -4.652 -6.343 4.067
H -3.838 -6.812 5.536


Number 1: largest force on an atom 0.067 Eh/bohr. Number 2: largest force on an atom 0.111 Eh/bohr. Number 3: largest force on an atom 0.089 Eh/bohr. Number 4: largest force on an atom 0.011 Eh/bohr. Number 5: largest force on an atom 0.051 Eh/bohr. Number 6: largest force on an atom 0.108 Eh/bohr. Number 7: largest force on an atom 0.003 Eh/bohr. Number 8: largest force on an atom 0.007 Eh/bohr. Number 9: largest force on an atom 0.187 Eh/bohr. Number 10: largest force on an atom 0.011 Eh/bohr. Number 11: largest force on an atom 0.021 Eh/bohr. Number 12: largest force on an atom 0.071 Eh/bohr.